(1)
Here is 2 unconnected molecules or ions with the total composition C4H9NS from OMol25. Energies are from ωB97M-V with the def2-TZVPD basis set.

Geometry as XYZ:
```
15
Properties=species:S:1:pos:R:3:nbo_charge:R:1
C -1.72 0.76 -0.04 -0.071
C 0.60 -1.75 0.64 -0.678
C 0.46 1.89 -0.11 -0.406
C 0.35 -1.08 -0.68 -0.093
N -0.44 0.82 -0.25 -0.405
S -2.56 -0.64 -0.04 -0.272
H -2.11 1.71 0.36 0.187
H -0.18 -2.22 1.09 0.238
H 1.23 -2.65 0.47 0.235
H 1.12 -0.97 1.28 0.225
H 0.01 2.74 0.23 0.205
H 1.25 1.50 0.63 0.187
H 1.12 2.06 -1.02 0.199
H 1.34 -0.72 -1.20 0.201
H -0.48 -1.44 -1.35 0.250
```

LUMO in eV: 0.3
Total energy in hartree: -610.62945
M in g/mol: 103.2
Energy relative to the best compared isomer or geometry (same formula, charge and spin) in eV: 3.381
Largest force on an atom in eV/Å: 5.215

(2)
Here is C4H9NS in the gas phase from OMol25. Energies are from ωB97M-V with the def2-TZVPD basis set.

Geometry as XYZ:
```
15
Properties=species:S:1:pos:R:3:nbo_charge:R:1
C -0.02 1.84 -0.37 -0.617
C 0.35 0.72 0.71 -0.487
C 0.01 -0.75 0.25 0.303
C 1.18 -1.65 -0.05 -0.682
H 0.40 1.60 -1.31 0.211
H 0.52 2.77 -0.23 0.212
H -1.10 2.13 -0.34 0.225
H -0.10 0.86 1.72 0.225
H 1.44 0.87 0.87 0.219
H 0.92 -1.88 -1.09 0.240
H 1.03 -2.55 0.49 0.231
H 2.25 -1.43 -0.02 0.225
H -3.29 -1.09 -0.67 0.135
N -1.10 -1.16 -0.16 -0.584
S -2.51 -0.28 0.20 0.145
```

LUMO in eV: 0.9
Total energy in hartree: -610.68978
M in g/mol: 103.2
Energy relative to the best compared isomer or geometry (same formula, charge and spin) in eV: 1.739
Structure (SMILES): CC/C(C)=N\S
Largest force on an atom in eV/Å: 3.614

(3)
Here is a gas-phase ion, C4H9O (charge -1) from OMol25. Energies are from ωB97M-V with the def2-TZVPD basis set.

Geometry as XYZ:
```
14
Properties=species:S:1:pos:R:3:nbo_charge:R:1
C -1.63 0.53 0.36 0.043
O -2.08 1.03 1.45 -0.935
C -0.33 -0.49 0.90 -0.517
C 0.95 -0.60 0.05 -0.398
C 1.17 0.36 -1.17 -0.619
H -2.22 -0.16 -0.18 0.074
H -1.06 1.27 -0.25 0.056
H -0.77 -1.49 1.02 0.159
H -0.31 -0.12 1.90 0.218
H 0.90 -1.66 -0.38 0.168
H 1.93 -0.48 0.59 0.167
H 1.47 1.35 -0.77 0.191
H 0.21 0.48 -1.52 0.210
H 1.76 -0.02 -2.01 0.182
```

LUMO in eV: 4.2
Total energy in hartree: -232.97262
M in g/mol: 73.1
Energy relative to the best compared isomer or geometry (same formula, charge and spin) in eV: 1.261
Structure (SMILES): CCCC[O-]
Largest force on an atom in eV/Å: 4.501
Charge: -1

(4)
Here is 2 unconnected molecules or ions with the total composition C4H9O from OMol25. Energies are from ωB97M-V with the def2-TZVPD basis set.

Geometry as XYZ:
```
14
Properties=species:S:1:pos:R:3:nbo_charge:R:1
C 0.52 0.25 -2.21 -0.229
O 1.80 0.12 -1.69 -0.998
H 0.51 0.41 -3.31 0.086
H -0.13 -0.63 -2.00 0.082
H 0.15 1.19 -1.75 0.102
C -1.88 -0.67 1.41 -0.653
C -0.76 0.26 1.65 -0.235
C 0.52 0.07 1.26 -0.388
H -2.12 -1.30 2.27 0.200
H -2.86 -0.29 1.09 0.192
H -1.62 -1.42 0.66 0.218
H -1.00 1.25 2.05 0.175
H 1.30 0.37 1.97 0.171
H 0.89 -0.30 0.29 0.277
```

LUMO in eV: 4.0
Total energy in hartree: -232.93666
M in g/mol: 73.1
Energy relative to the best compared isomer or geometry (same formula, charge and spin) in eV: 2.239
Largest force on an atom in eV/Å: 2.081
Charge: -1

(5)
Here is a gas-phase ion, C4H9O (charge +1) from OMol25. Energies are from ωB97M-V with the def2-TZVPD basis set.

Geometry as XYZ:
```
14
Properties=species:S:1:pos:R:3:nbo_charge:R:1
C -0.37 1.47 -0.96 0.323
C 0.60 0.27 1.22 -0.591
C 0.05 -1.00 0.61 -0.396
C -0.44 -0.85 -1.00 -0.124
O -1.10 0.41 -1.07 -0.325
H -0.65 2.46 -0.61 0.242
H 0.74 1.51 -1.07 0.211
H 0.04 1.19 0.90 0.181
H 1.60 0.43 1.02 0.233
H 0.26 0.00 2.27 0.288
H -0.84 -1.40 1.03 0.229
H 0.82 -1.74 0.68 0.251
H 0.43 -1.13 -1.69 0.237
H -1.13 -1.62 -1.33 0.241
```

LUMO in eV: -6.4
Total energy in hartree: -232.66116
M in g/mol: 73.1
Energy relative to the best compared isomer or geometry (same formula, charge and spin) in eV: 1.265
Largest force on an atom in eV/Å: 3.773
Charge: +1

(6)
Here is 2 unconnected molecules or ions with the total composition C4H9O2 from OMol25. Energies are from ωB97M-V with the def2-TZVPD basis set.

Geometry as XYZ:
```
15
Properties=species:S:1:pos:R:3:nbo_charge:R:1
C -0.93 1.93 0.47 -0.750
C 0.53 2.07 0.98 0.754
O 1.47 1.81 0.19 -0.797
O 0.62 2.48 2.16 -0.788
H -1.47 2.87 0.52 0.206
H -1.38 1.00 0.80 0.202
H -0.90 1.59 -0.60 0.184
C -0.33 -2.12 -0.89 -0.617
C 0.86 -1.32 -0.35 -0.634
H -1.16 -1.43 -1.04 0.207
H -0.01 -2.73 -1.74 0.190
H -0.70 -2.83 -0.15 0.185
H 0.82 -1.39 0.74 0.199
H 0.73 -0.25 -0.52 0.266
H 1.86 -1.67 -0.58 0.193
```

LUMO in eV: 3.9
Total energy in hartree: -308.32225
M in g/mol: 89.1
Energy relative to the best compared isomer or geometry (same formula, charge and spin) in eV: 0.616
Largest force on an atom in eV/Å: 2.795
Charge: -1

no.,HOMO-LUMO gap (eV)
1,8.113
2,9.463
3,5.985
4,5.886
5,9.827
6,7.647